Entry 1:
Formula: C4H10N2O
Source: the Open Molecules 2025 dataset
Level of theory: wB97M-V/def2-TZVPD

Last column: Mulliken charge in e.
Cartesian coordinates (Å):
H 2.0796 0.8800 -1.7229  0.36
H -0.2327 0.8993 -1.6481  0.43
H -0.8660 -1.7668 1.4590  0.33
H -2.3175 -1.3406 -0.1933  0.38
O 2.4919 0.5942 0.2046  -0.52
H -2.2026 1.6182 0.0131  0.29
H -0.2976 -0.1546 1.9106  0.34
H 1.7921 -0.7840 -1.1891  0.32
H 0.8121 -1.3655 1.1754  0.30
C 1.6857 0.2714 -0.9062  -0.70
C 0.2073 0.6143 -0.6863  -0.53
N -2.7239 0.7513 -0.0827  -0.61
C -0.2002 -0.9572 1.1602  -0.99
H 2.2375 0.0288 0.9426  0.32
N -0.5672 -0.5047 -0.1652  -0.06
C -2.0547 -0.2823 -0.2422  0.02
H 0.1563 1.4984 -0.0295  0.33

Summary:
net charge = 0
SMILES string = [H]/N=C\N(C)CCO

---

Entry 2:
Formula: C4H10N2O
Source: the Open Molecules 2025 dataset
Level of theory: wB97M-V/def2-TZVPD

Last column: Mulliken charge in e.
Cartesian coordinates (Å):
H -0.6705 2.0527 1.3656  0.33
H -0.6325 1.4640 -0.8066  0.36
N 1.8636 0.5700 -1.2676  -0.59
H 0.2443 1.2114 2.5594  0.30
C 0.0129 1.2097 1.4975  -1.02
C -1.8182 -1.4273 -0.4071  -1.11
H 0.8969 1.4096 0.8824  0.34
H -0.7632 -0.7585 1.7938  0.20
C 2.2130 -0.5932 -0.9656  -0.16
C -1.1088 -0.3147 -0.1853  0.66
H 1.5122 -1.6075 -0.9216  0.15
H 1.0226 0.6983 -1.8341  0.34
O -1.2089 0.7312 -1.0487  -0.53
H 3.2499 -0.8545 -0.7549  0.29
H -2.0336 -2.1179 0.3872  0.27
N -0.5472 -0.0727 1.0873  -0.09
H -2.2327 -1.6005 -1.3816  0.27

Summary:
net charge = 0
SMILES string = C=C(O)NC.C=N

---

Entry 3:
Formula: C4H10N2O
Source: the Open Molecules 2025 dataset
Level of theory: wB97M-V/def2-TZVPD

Last column: Mulliken charge in e.
Cartesian coordinates (Å):
H -1.5653 0.1629 0.4999  0.38
N 0.5461 -1.1854 0.1993  -0.24
C 0.3039 -0.3934 1.2669  0.40
H -0.3054 2.6964 1.7088  0.34
H -0.6318 -2.2101 -2.1222  0.21
H 0.6722 1.9482 0.4706  0.30
H 0.6335 -1.7598 -3.0134  0.23
O 0.9481 -0.4503 2.3039  -0.62
H -1.2890 0.5784 2.1888  0.32
C 0.4186 -0.7076 -1.2080  -0.38
H -0.4802 -0.0922 -1.2406  0.28
C -0.8554 0.6195 1.1914  -0.52
H -1.0702 2.4698 0.1635  0.25
H 1.4031 -1.7326 0.2461  0.28
N 0.3059 -1.8492 -2.0653  -0.59
H 1.3095 -0.1279 -1.4395  0.34
C -0.3435 2.0330 0.8496  -0.97

Summary:
net charge = 0
SMILES string = CCC(=O)NCN

---

Entry 4:
Formula: C4H10N2O
Source: the Open Molecules 2025 dataset
Level of theory: wB97M-V/def2-TZVPD

Last column: Mulliken charge in e.
Cartesian coordinates (Å):
H -1.0117 0.6126 0.5963  0.24
H 1.3232 -0.1779 0.2671  0.23
H -0.2936 -1.2676 2.0478  0.20
O 0.4560 1.7903 -1.0420  -0.63
H -1.4054 0.1716 -1.1608  0.21
H 0.9245 -0.6096 -1.4919  0.22
H -0.7741 -2.9055 1.8424  0.25
N -0.4162 -2.0528 1.4336  -0.44
C 0.5992 -0.2395 -0.5324  -0.16
H -1.0361 -2.4125 -1.6715  0.25
H 0.8805 2.2199 0.9612  0.22
C -0.6954 0.1951 -0.3492  -0.20
H 0.2488 3.5681 -0.0016  0.23
H 1.9162 3.0168 -0.2366  0.23
N -1.0064 -2.7265 -0.7068  -0.76
C 0.8860 2.6715 -0.0574  -0.63
C -0.5957 -1.8540 0.1019  0.54

Summary:
net charge = 0

---

Entry 5:
Formula: C4H10N2O
Source: the Open Molecules 2025 dataset
Level of theory: wB97M-V/def2-TZVPD

Last column: Mulliken charge in e.
Cartesian coordinates (Å):
H -0.5725 -1.6852 -1.2716  0.35
H 1.3940 -0.7897 0.1344  0.35
N 0.9440 0.1178 0.2435  -0.53
C -1.0429 -0.7096 -1.1296  -1.72
H 0.9089 -0.1073 1.7230  0.54
H -2.1204 -0.8540 -1.0584  0.43
C -0.5661 -0.0812 0.1620  0.84
H 1.4929 0.6295 -1.7474  0.27
H -0.8265 -0.0616 -1.9796  0.40
C 1.5054 1.0495 -0.7380  -0.91
O -1.1508 1.1713 0.3554  -0.60
H 2.5361 1.2764 -0.4681  0.33
H 0.9098 1.9608 -0.7327  0.33
N -0.1073 -0.6753 2.4314  -0.74
H -1.5442 -1.7557 1.3493  0.36
H -0.8996 1.4187 1.2710  0.48
C -0.8608 -0.9043 1.4555  -0.16

Summary:
net charge = 0

---

Entry 6:
Formula: C4H10N2O
Source: the Open Molecules 2025 dataset
Level of theory: wB97M-V/def2-TZVPD

Last column: Mulliken charge in e.
Cartesian coordinates (Å):
H 2.0300 1.2945 -0.6297  0.32
H 0.5739 1.6573 1.2906  0.35
C 0.7170 0.6438 0.8907  -0.64
C -2.2695 0.0225 -0.1140  0.02
H 1.1868 -0.5411 -2.4182  0.23
H -0.7663 -1.3484 -0.8280  0.32
H -2.8163 0.0393 0.8959  0.25
O -2.9395 0.4461 -1.0817  -0.55
C -0.3009 -0.4892 1.1946  -0.53
H -0.8920 -0.1156 2.0562  0.31
N 1.3037 -0.6087 -1.3060  -0.61
H 1.6898 0.2829 1.3929  0.28
H 0.1707 -1.4731 1.5296  0.33
N -1.1811 -0.8258 0.0540  -0.16
H 0.2252 1.3277 -1.1561  0.34
C 1.0485 0.7079 -0.6117  -0.47
H 2.2200 -1.0202 -1.1591  0.20

Summary:
net charge = 0
SMILES string = NCCCNC=O

---

Entry 7:
Formula: C4H10N2O
Source: the Open Molecules 2025 dataset
Level of theory: wB97M-V/def2-TZVPD

Last column: Mulliken charge in e.
Cartesian coordinates (Å):
C -1.0587 -1.7653 -0.3923  -1.19
N -1.8143 0.2111 0.7176  -0.67
H -1.6780 1.1782 0.9907  0.25
C 0.3162 1.7408 -0.3072  -1.16
H 1.4976 -1.2673 0.5854  0.34
C 1.3903 -0.1879 0.6589  -0.96
O 0.7329 -0.1427 -1.5622  -0.77
H 1.0940 0.0943 1.6709  0.34
H 0.1698 2.1271 0.7055  0.43
H -0.5615 -1.8300 -1.3615  0.35
C -0.9195 -0.3664 0.0762  0.74
H -2.1089 -2.0283 -0.4622  0.38
N 0.3960 0.2601 -0.3476  0.54
H -0.4913 2.0556 -0.9684  0.37
H 1.2596 2.1108 -0.7129  0.38
H -0.5706 -2.4484 0.3020  0.25
H 2.3465 0.2582 0.4072  0.40

Summary:
net charge = 0
SMILES string = [H]/N=C(/C)[N+](C)(C)[O-]

---

Entry 8:
Formula: C4H10N2O
Source: the Open Molecules 2025 dataset
Level of theory: wB97M-V/def2-TZVPD

Last column: Mulliken charge in e.
Cartesian coordinates (Å):
H 0.7008 -0.9440 1.9419  0.24
N 0.1518 -1.4902 1.2860  -0.94
O -1.0315 -1.3293 -0.6702  -0.83
N -0.0592 -0.7427 0.0841  1.05
C -0.5150 1.2497 1.4167  -1.00
H 1.9096 -0.5296 -0.7502  0.33
H 0.4560 1.4538 -1.6161  0.27
H -0.4097 0.7417 2.3625  0.30
H -1.2168 0.8861 -1.6837  0.34
H -0.7678 -1.6977 1.6699  0.29
C -0.4846 1.4044 -1.0673  -1.32
C -0.3279 0.6779 0.2312  0.88
C 1.0692 -1.1749 -1.0030  -0.86
H 0.7932 -1.0254 -2.0411  0.27
H 1.2849 -2.2060 -0.7478  0.33
H -0.8271 2.4211 -0.8898  0.39
H -0.7259 2.3051 1.4769  0.25

Summary:
net charge = 0
SMILES string = C=C(C)[N@@+](C)(N)[O-]

---

Entry 9:
Formula: C4H10N2O
Source: the Open Molecules 2025 dataset
Level of theory: wB97M-V/def2-TZVPD

Last column: Mulliken charge in e.
Cartesian coordinates (Å):
H -1.5971 -2.0851 -1.1504  0.24
N 0.3275 -0.3373 0.6592  -0.20
H -0.4062 -0.0450 -1.7001  0.27
C 2.6737 0.6739 0.4040  -0.53
C -0.0257 -1.3406 1.3635  -0.36
H 3.5649 0.6418 -0.2392  0.24
H -0.9954 -1.3539 1.8840  0.30
H 2.2753 1.6941 0.3340  0.24
H -2.2739 1.0929 0.3979  0.22
C -1.8679 1.1677 -0.6134  -0.90
H 3.0240 0.4757 1.4264  0.25
N -2.0639 -1.1735 -1.1927  -0.74
O 1.7788 -0.3211 -0.0128  -0.27
C -1.2363 -0.1714 -0.9769  0.29
H 0.5775 -2.2575 1.3936  0.32
H -1.0875 1.9292 -0.6629  0.27
H -2.6679 1.4100 -1.3142  0.35

Summary:
net charge = 0
SMILES string = [H]/N=C/C.C=NOC

---

Entry 10:
Formula: C4H10N2O
Source: the Open Molecules 2025 dataset
Level of theory: wB97M-V/def2-TZVPD

Last column: Mulliken charge in e.
Cartesian coordinates (Å):
C 1.0793 -0.0819 0.0639  0.85
N 0.2658 -0.7292 1.0651  -0.68
O -1.3043 0.4574 -0.4321  -0.32
H -2.8765 -0.8765 -0.8404  0.29
H -3.2853 0.7131 -0.1468  0.24
H 2.0955 1.6045 0.8988  0.32
H 1.7233 1.7507 -0.8262  0.34
C -0.3483 -0.5235 -0.2330  -0.29
N 2.2113 -0.8383 -0.3687  -0.62
C -2.5929 -0.1260 -0.0955  -0.74
H -0.4841 -1.4433 -0.8039  0.35
H 2.3374 -0.7742 -1.3719  0.25
H 2.1112 -1.8102 -0.1022  0.28
H -0.0778 -0.1033 1.7854  0.30
C 1.3479 1.4012 0.1338  -1.23
H -2.6322 -0.5583 0.9090  0.33
H 0.4297 1.9377 0.3645  0.34

Summary:
net charge = 0
SMILES string = CO[C@@H]1N[C@@]1(C)N

---

Entry 11:
Formula: C4H10N2O
Source: the Open Molecules 2025 dataset
Level of theory: wB97M-V/def2-TZVPD

Last column: Mulliken charge in e.
Cartesian coordinates (Å):
C 0.7116 1.1152 -0.8630  -0.89
H -0.5583 -0.5236 -2.8534  0.33
H 0.0798 -0.8817 2.4225  0.32
N -0.4157 1.1471 1.9576  -0.64
H -0.6424 1.0476 2.9319  0.30
C -0.2350 -1.0931 -1.9550  -0.97
C 0.3209 -0.1480 1.6575  -0.68
O -1.2883 -1.4505 0.4941  -0.65
H 1.3380 -0.1509 1.2767  0.35
C -0.3531 -0.6667 0.4116  0.56
H -0.0134 1.7867 -0.4179  0.36
N 0.0765 -0.1945 -0.8329  0.07
H 0.7150 -1.6397 -2.1927  0.29
H 1.5993 1.2222 -0.2005  0.26
H 1.0564 1.3624 -1.8629  0.36
H -1.0082 -1.7876 -1.6368  0.34
H -1.3832 0.8551 1.6630  0.29

Summary:
net charge = 0
SMILES string = CN(C)C(=O)CN

---

Entry 12:
Formula: C4H10N2O
Source: the Open Molecules 2025 dataset
Level of theory: wB97M-V/def2-TZVPD

Last column: Mulliken charge in e.
Cartesian coordinates (Å):
C 1.3993 1.0861 -0.5175  -1.15
O -2.5573 0.3619 1.5689  -0.67
C 0.2812 -1.2028 -0.0161  -0.89
H 0.0009 -1.2725 -1.0658  0.41
N -1.8628 0.6448 -0.5610  -0.30
H -1.2525 0.3673 -1.3085  0.17
H 2.3946 1.4800 -0.6945  0.34
C 1.4671 -0.2657 0.1940  -0.22
H 0.9822 0.8984 -1.5150  0.26
H 1.5568 -0.0815 1.2686  0.26
C -1.8027 0.0520 0.6647  0.48
H -0.8148 -1.1798 1.8077  0.22
H 0.6923 1.7678 -0.0465  0.33
H 0.6196 -2.2046 0.2508  0.34
H -2.6178 1.2716 -0.7635  0.22
N -0.8803 -0.9622 0.8259  -0.18
H 2.3942 -0.7607 -0.0922  0.37

Summary:
net charge = 0
SMILES string = CCCNC(N)=O

---

Entry 13:
Formula: C4H10N2O
Source: the Open Molecules 2025 dataset
Level of theory: wB97M-V/def2-TZVPD

Last column: Mulliken charge in e.
Cartesian coordinates (Å):
C -1.2994 -0.6541 -0.3289  -0.27
C 1.1753 1.6337 1.0611  0.38
H -2.2391 -1.4729 -2.0810  0.33
C 0.3312 0.3652 1.2571  -0.51
H -1.9389 -0.8935 0.5206  0.33
H -0.5911 0.7210 1.6941  0.32
H 2.4615 0.9542 -0.3253  0.21
N 0.0724 -0.3545 0.0080  -0.23
H -1.6399 0.2750 -0.8475  0.21
H 0.7983 -0.2863 2.0057  0.28
H 0.8310 -0.9747 -0.2242  0.23
C -1.4090 -1.7077 -1.4298  -1.14
H -1.6254 -2.7078 -1.0291  0.29
H -0.4720 -1.7979 -1.9971  0.30
N 1.9965 1.7927 -0.0115  -0.36
H 2.5223 2.6215 -0.1936  0.23
O 1.0263 2.4861 1.9214  -0.60

Summary:
net charge = 0
SMILES string = CCNCC(N)=O

---

Entry 14:
Formula: C4H10N2O2
Source: the Open Molecules 2025 dataset
Level of theory: wB97M-V/def2-TZVPD

Last column: Mulliken charge in e.
Cartesian coordinates (Å):
H -0.5722 -1.1988 -1.7852  0.32
H -0.7989 -1.9069 0.7439  0.30
H -1.3004 -0.6293 1.8512  0.31
N 2.3508 0.5594 0.8358  -0.35
C -0.4944 1.2741 0.2921  0.11
H -2.1412 -0.3407 -1.6960  0.36
O -0.2914 2.2171 -0.4421  -0.55
H 2.4614 1.5516 0.7059  0.25
C -1.3758 -0.9819 0.8251  -0.93
C -1.0705 -0.2712 -1.4998  -1.02
N -0.8259 -0.0112 -0.0946  0.20
H 2.5997 0.1335 1.7162  0.20
H -0.6560 0.5482 -2.0824  0.31
H 1.5968 0.4749 -1.0722  0.30
C 1.7833 -0.1943 -0.1403  0.15
H -2.4126 -1.2064 0.5701  0.32
H -0.5479 1.3809 1.3922  0.30
O 1.6954 -1.3990 -0.1201  -0.57

Summary:
net charge = 0
SMILES string = CN(C)C=O.NC=O

---

Calculated total energy / eV: -9336.2803 -9335.3512 -9337.8890 -9332.6905 -9335.5856 -9336.4013 -9334.9287 -9333.1891 -9332.6102 -9336.4446 -9336.7789 -9338.6793 -9337.5630 -11385.4698